[1]
Here is a cluster of 2 separate species, C3H11N2O in total in a non-equilibrium geometry from the OMol25 dataset. Energies are from ωB97M-V/def2-TZVPD.

Element x y z (Å)
C1 1.505 -1.219 0.409
C2 0.183 -0.797 -0.124
C3 -0.016 -0.141 -1.293
N1 0.986 0.255 -2.105
N2 -0.757 -0.462 1.022
H1 2.182 -1.572 -0.381
H2 2.021 -0.439 0.975
H3 1.344 -2.094 1.020
H4 -0.983 -0.067 -1.791
H5 1.946 0.173 -1.835
H6 0.853 0.469 -3.085
H7 -1.506 -1.148 1.082
H8 -0.289 -0.196 1.886
H9 -1.165 0.471 0.719
H10 -2.600 2.407 0.609
H11 -1.657 2.525 1.724
O1 -2.044 1.836 1.170

Computed properties:
relative energy (zero: lowest compared OMol25 entry of this formula, charge and spin)	42.52	kcal/mol
HOMO-LUMO gap	0.3340	Ha
net charge	+1
E_LUMO	-3.216	eV
energy	-8309.948	eV

Okay, here come the Löwdin numbers, in e, for every atom: C -0.06; C -0.28; C -0.15; N 0.11; N 0.19; H 0.09; H 0.09; H 0.08; H 0.14; H 0.10; H 0.12; H 0.17; H 0.16; H 0.10; H 0.09; H 0.08; O -0.03


[2]
Here is a structure of composition C20H52BO13V in a non-equilibrium geometry from the OMol25 dataset. Energies are from ωB97M-V/def2-TZVPD.

Element x y z (Å)
O1 -2.291 0.782 -0.550
V1 -1.211 0.459 -1.666
C1 -2.286 -1.236 -3.540
O2 -1.456 -1.469 -4.452
O3 -2.759 -0.083 -3.478
O4 -1.844 -1.484 -2.412
C2 -0.355 2.250 -3.510
O5 -1.013 2.501 -2.510
O6 -0.779 2.467 -4.651
O7 -0.023 1.057 -3.491
B1 0.533 -0.246 -0.353
H1 1.430 -0.463 0.207
H2 0.301 0.807 -0.316
H3 0.714 -0.457 -1.395
H4 -0.317 -0.812 -0.006
C3 3.377 1.885 -3.938
C4 3.478 0.356 -3.955
C5 3.936 -0.186 -2.607
O8 2.283 -0.204 -4.351
H5 4.336 2.402 -3.895
H6 2.753 2.138 -3.081
H7 2.897 2.212 -4.861
H8 4.163 0.144 -4.776
H9 4.947 0.194 -2.465
H10 3.941 -1.276 -2.583
H11 3.337 0.235 -1.800
H12 1.580 0.216 -3.850
C6 -0.160 -1.304 4.064
C7 -0.933 -0.307 3.161
C8 -2.406 -0.364 3.228
O9 -0.610 1.012 3.587
H13 0.854 -0.933 4.215
H14 -0.148 -2.326 3.686
H15 -0.630 -1.351 5.047
H16 -0.497 -0.399 2.167
H17 -2.740 -1.392 3.092
H18 -2.761 0.256 2.404
H19 -2.751 0.054 4.173
H20 0.016 1.402 2.972
C9 -4.840 -1.706 -0.140
C10 -3.691 -2.730 0.106
C11 -4.056 -3.883 1.080
O10 -3.265 -3.324 -1.097
H21 -4.927 -1.090 0.755
H22 -5.806 -2.187 -0.295
H23 -4.579 -1.009 -0.936
H24 -2.817 -2.190 0.469
H25 -4.318 -3.334 1.984
H26 -3.157 -4.469 1.271
H27 -4.816 -4.517 0.623
H28 -2.741 -2.715 -1.623
C12 -0.263 -3.785 0.897
C13 0.917 -3.828 -0.057
C14 1.023 -5.256 -0.695
O11 0.768 -2.953 -1.108
H29 -1.183 -4.069 0.385
H30 -0.233 -2.773 1.300
H31 -0.093 -4.551 1.654
H32 1.843 -3.548 0.444
H33 1.274 -6.011 0.049
H34 1.782 -5.337 -1.473
H35 0.099 -5.521 -1.208
H36 0.727 -2.052 -0.777
C15 -1.495 6.353 0.203
C16 -0.971 5.072 -0.407
C17 -0.161 4.176 0.651
O12 -2.070 4.278 -0.714
H37 -0.634 6.884 0.608
H38 -2.064 6.295 1.131
H39 -2.194 6.950 -0.383
H40 -0.353 5.285 -1.279
H41 0.684 4.769 1.000
H42 0.336 3.279 0.281
H43 -0.693 3.913 1.566
H44 -1.691 3.666 -1.350
C18 3.996 1.360 1.574
C19 2.772 0.926 2.380
C20 2.801 1.555 3.796
O13 1.689 1.480 1.722
H45 3.938 0.857 0.608
H46 4.915 1.071 2.083
H47 4.130 2.442 1.560
H48 2.692 -0.161 2.395
H49 2.954 2.633 3.742
H50 3.564 1.015 4.357
H51 1.869 1.344 4.320
H52 1.432 0.861 1.034

Computed properties:
relative energy (zero: lowest compared OMol25 entry of this formula, charge and spin)	118.40	kcal/mol
spin multiplicity	2
HOMO-LUMO gap (spin up / spin down)	0.1458 / 0.1474	Ha
net charge	-3
E_LUMO (spin up / spin down)	5.974 / 5.974	eV
energy	-74557.565	eV

Okay, here come the Löwdin numbers, in e, for every atom: O -0.34; V 1.02; C -0.96; O -0.05; O -0.07; O -0.16; C -0.98; O -0.09; O -0.03; O -0.12; B -0.45; H 0.02; H 0.00; H 0.00; H -0.01; C -0.06; C -0.54; C -0.05; O -0.03; H 0.06; H 0.08; H 0.08; H 0.12; H 0.06; H 0.08; H 0.06; H 0.04; C -0.04; C -0.48; C -0.05; O -0.07; H 0.06; H 0.06; H 0.06; H 0.11; H 0.07; H 0.09; H 0.08; H 0.05; C -0.04; C -0.49; C -0.06; O -0.07; H 0.06; H 0.06; H 0.08; H 0.12; H 0.06; H 0.05; H 0.07; H 0.02; C -0.05; C -0.51; C -0.06; O -0.03; H 0.07; H 0.06; H 0.07; H 0.13; H 0.05; H 0.06; H 0.08; H -0.01; C -0.09; C -0.47; C -0.03; O -0.06; H 0.06; H 0.06; H 0.07; H 0.13; H 0.05; H 0.06; H 0.07; H 0.02; C -0.05; C -0.50; C -0.05; O -0.08; H 0.07; H 0.06; H 0.08; H 0.14; H 0.08; H 0.07; H 0.05; H -0.01


[3]
Here is a structure of composition C38H63BaF4N11OP in a non-equilibrium geometry from the OMol25 dataset. Energies are from ωB97M-V/def2-TZVPD.

Element x y z (Å)
Ba1 0.123 0.340 -1.343
C1 5.205 0.239 1.486
N1 3.766 0.086 1.329
C2 3.170 -0.413 2.561
C3 3.458 -0.832 0.225
C4 3.734 -0.270 -1.176
N2 2.502 -0.383 -1.945
C5 2.497 -0.328 -3.308
C6 1.313 -0.670 -4.050
F1 0.212 -1.171 -3.366
C7 1.190 -0.608 -5.415
F2 0.024 -0.979 -5.967
C8 2.238 -0.190 -6.212
C9 3.398 0.155 -5.547
F3 4.446 0.606 -6.250
C10 3.532 0.091 -4.176
F4 4.688 0.555 -3.637
H1 5.684 -0.708 1.771
H2 5.429 0.973 2.263
H3 5.657 0.576 0.555
H4 3.538 -1.415 2.827
H5 2.083 -0.467 2.452
H6 3.409 0.256 3.391
H7 2.394 -1.063 0.291
H8 3.992 -1.782 0.382
H9 4.562 -0.806 -1.648
H10 4.086 0.769 -1.079
H11 2.161 -0.141 -7.286
C11 -2.843 0.259 -4.596
C12 -2.194 1.290 -3.722
O1 -1.794 1.019 -2.589
N3 -2.058 2.528 -4.208
C13 -1.472 3.625 -3.449
C14 -0.002 3.818 -3.752
C15 0.423 4.913 -4.489
C16 1.771 5.044 -4.791
C17 2.644 4.072 -4.343
C18 2.130 3.020 -3.601
N4 0.843 2.882 -3.296
H12 -2.854 -0.695 -4.078
H13 -2.290 0.151 -5.529
H14 -3.866 0.556 -4.829
H15 -2.344 2.683 -5.161
H16 -1.606 3.419 -2.385
H17 -2.031 4.530 -3.687
H18 -0.295 5.646 -4.827
H19 2.123 5.886 -5.373
H20 3.701 4.113 -4.563
H21 2.792 2.248 -3.234
N5 2.833 4.339 2.080
C19 3.550 3.832 0.848
C20 2.502 3.242 -0.082
N6 1.727 2.194 0.549
C21 1.090 2.645 1.775
C22 2.088 3.214 2.770
H22 2.146 5.042 1.793
H23 3.482 4.799 2.718
H24 4.235 3.063 1.205
H25 4.110 4.662 0.421
H26 3.005 2.857 -0.971
H27 1.816 4.027 -0.419
H28 2.357 1.416 0.783
H29 0.563 1.805 2.229
H30 0.332 3.396 1.538
H31 2.850 2.489 3.058
H32 1.618 3.633 3.659
N7 -1.815 2.185 0.571
C23 -1.562 3.192 0.041
H33 -1.489 0.923 0.719
N8 -0.918 -0.184 0.869
P1 -1.550 -1.449 1.506
N9 -3.150 -1.616 1.086
C24 -3.973 -2.715 1.577
C25 -5.295 -2.194 2.132
C26 -6.017 -1.332 1.103
C27 -5.097 -0.230 0.591
C28 -3.812 -0.838 0.052
N10 -1.390 -1.489 3.161
C29 -1.276 -0.239 3.897
C30 -2.461 -0.035 4.830
C31 -2.571 -1.209 5.795
C32 -2.663 -2.520 5.022
C33 -1.507 -2.650 4.037
N11 -0.897 -2.929 1.098
C34 0.468 -3.250 1.510
C35 0.642 -4.758 1.627
C36 0.285 -5.439 0.312
C37 -1.101 -5.014 -0.157
C38 -1.199 -3.496 -0.213
H34 -3.427 -3.275 2.333
H35 -4.175 -3.416 0.752
H36 -5.086 -1.597 3.025
H37 -5.922 -3.034 2.439
H38 -6.932 -0.913 1.525
H39 -6.319 -1.965 0.261
H40 -4.835 0.443 1.413
H41 -5.587 0.367 -0.180
H42 -3.134 -0.078 -0.332
H43 -4.062 -1.511 -0.786
H44 -1.181 0.581 3.184
H45 -0.350 -0.273 4.495
H46 -3.368 0.032 4.221
H47 -2.359 0.908 5.371
H48 -3.424 -1.092 6.465
H49 -1.675 -1.232 6.426
H50 -3.607 -2.552 4.474
H51 -2.655 -3.373 5.704
H52 -1.600 -3.549 3.430
H53 -0.570 -2.749 4.606
H54 0.686 -2.744 2.451
H55 1.176 -2.870 0.759
H56 -0.009 -5.128 2.424
H57 1.670 -4.988 1.914
H58 0.344 -6.524 0.412
H59 1.021 -5.153 -0.448
H60 -1.857 -5.381 0.545
H61 -1.327 -5.439 -1.136
H62 -2.189 -3.168 -0.531
H63 -0.470 -3.124 -0.956

Computed properties:
relative energy (zero: lowest compared OMol25 entry of this formula, charge and spin)	34.79	kcal/mol
HOMO-LUMO gap	0.2372	Ha
net charge	+1
E_LUMO	-2.668	eV
energy	-79717.092	eV

Löwdin population analysis, charges in e, atoms 1 to 99: Ba 1.90; C -0.09; N -0.30; C -0.10; C -0.20; C -0.25; N -0.22; C -0.26; C -0.18; F -0.13; C -0.23; F 0.09; C 0.06; C -0.23; F 0.10; C -0.18; F 0.06; H 0.10; H 0.08; H 0.08; H 0.10; H 0.08; H 0.08; H 0.07; H 0.13; H 0.12; H 0.09; H 0.13; C 0.03; C -0.51; O -0.30; N 0.10; C -0.10; C -0.25; C -0.01; C -0.05; C -0.04; C -0.14; N 0.11; H 0.09; H 0.09; H 0.10; H 0.16; H 0.06; H 0.13; H 0.11; H 0.11; H 0.11; H 0.09; N 0.06; C -0.08; C -0.20; N -0.08; C -0.22; C -0.08; H 0.18; H 0.18; H 0.12; H 0.14; H 0.10; H 0.13; H 0.07; H 0.10; H 0.08; H 0.12; H 0.14; N -0.08; C -0.16; H -0.08; N -0.46; P 0.55; N -0.21; C -0.20; C -0.18; C -0.20; C -0.18; C -0.22; N -0.20; C -0.22; C -0.18; C -0.20; C -0.18; C -0.21; N -0.21; C -0.21; C -0.18; C -0.20; C -0.18; C -0.21; H 0.09; H 0.12; H 0.10; H 0.12; H 0.11; H 0.11; H 0.12; H 0.11; H 0.07; H 0.12


[4]
Here is an isolated molecule of C6H4N2S in a non-equilibrium geometry from the OMol25 dataset. Energies are from ωB97M-V/def2-TZVPD.

Element x y z (Å)
S1 0.713 2.311 -3.602
C1 0.856 1.611 -2.177
N1 0.763 1.107 -1.140
N2 0.991 -1.163 -1.013
C2 0.864 -2.246 -0.289
C3 0.797 0.016 -0.417
C4 0.450 -2.250 1.026
C5 0.552 0.070 0.978
C6 0.353 -1.029 1.696
H1 1.335 -3.195 -0.516
H2 0.345 -3.189 1.553
H3 0.579 0.923 1.535
H4 0.252 -0.932 2.823

Computed properties:
relative energy (zero: lowest compared OMol25 entry of this formula, charge and spin)	0.00	kcal/mol
HOMO-LUMO gap	0.3232	Ha
E_LUMO	-0.002	eV
energy	-20101.044	eV

Okay, here come the Löwdin numbers, in e, for every atom: S 0.68; C -0.72; N 0.13; N 0.15; C -0.16; C -0.32; C -0.07; C -0.03; C -0.08; H 0.11; H 0.10; H 0.08; H 0.14


[5]
Here is the ion C4H7N2 with charge +1 in a non-equilibrium geometry from the OMol25 dataset. Energies are from ωB97M-V/def2-TZVPD.

Element x y z (Å)
C1 -0.596 1.550 -0.024
C2 -1.158 -1.653 0.012
C3 0.256 0.460 -0.481
C4 1.485 0.204 0.343
N1 -1.663 0.785 0.299
N2 -0.914 -0.431 -0.132
H1 -0.606 2.665 0.054
H2 -2.124 -2.041 0.496
H3 -0.389 -2.295 -0.330
H4 0.529 0.385 -1.574
H5 2.023 1.034 0.026
H6 1.943 -0.625 -0.056
H7 1.214 -0.037 1.369

Computed properties:
relative energy (zero: lowest compared OMol25 entry of this formula, charge and spin)	101.00	kcal/mol
HOMO-LUMO gap	0.4042	Ha
net charge	+1
E_LUMO	-5.292	eV
energy	-7231.358	eV

Okay, here come the Löwdin numbers, in e, for every atom: C 0.03; C 0.20; C -0.28; C 0.00; N 0.21; N -0.07; H 0.16; H 0.17; H 0.12; H 0.19; H 0.09; H 0.07; H 0.12


[6]
Here is a structure of composition C21H34BN6S3Se3TeV from the OMol25 dataset. Energies are from ωB97M-V/def2-TZVPD.

Element x y z (Å)
V1 1.639 -0.281 0.629
C1 5.041 2.160 -1.770
C2 3.813 1.623 -2.514
C3 3.533 2.484 -3.752
C4 4.146 0.205 -2.964
N1 2.608 1.707 -1.649
C5 2.276 2.890 -1.016
C6 1.141 2.740 -0.329
N2 0.664 1.424 -0.510
B1 -0.873 1.312 -0.586
N3 -1.379 0.034 -1.277
C7 -1.794 -0.006 -2.588
C8 -2.039 -1.290 -2.910
N4 -1.765 -2.058 -1.784
C9 -1.356 -1.227 -0.782
S1 -0.811 -1.610 0.783
C10 -1.788 -3.546 -1.740
C11 -2.740 -4.015 -0.639
C12 -0.366 -4.070 -1.529
C13 -2.306 -4.070 -3.077
N5 -1.523 1.451 0.832
C14 -2.841 1.848 0.897
C15 -3.242 1.792 2.178
N6 -2.162 1.344 2.927
C16 -1.108 1.134 2.078
S2 0.435 0.571 2.555
C17 -2.211 1.072 4.393
C18 -1.971 -0.418 4.650
C19 -3.605 1.420 4.913
C20 -1.199 1.953 5.125
C21 1.694 0.736 -1.222
S3 1.506 -0.914 -1.658
H1 5.882 2.188 -2.467
H2 5.288 1.518 -0.926
H3 4.892 3.170 -1.388
H4 4.382 2.448 -4.437
H5 3.363 3.528 -3.480
H6 2.647 2.115 -4.272
H7 5.073 0.268 -3.540
H8 3.373 -0.220 -3.600
H9 4.304 -0.461 -2.118
H10 2.893 3.767 -1.099
H11 0.578 3.454 0.245
H12 -1.308 2.244 -1.234
H13 -1.874 0.890 -3.178
H14 -2.376 -1.717 -3.834
H15 -2.408 -3.668 0.335
H16 -2.773 -5.107 -0.636
H17 -3.748 -3.637 -0.826
H18 0.056 -3.727 -0.587
H19 0.282 -3.727 -2.339
H20 -0.386 -5.162 -1.537
H21 -3.319 -3.722 -3.288
H22 -2.329 -5.159 -3.023
H23 -1.650 -3.793 -3.904
H24 -3.375 2.142 0.011
H25 -4.192 2.028 2.615
H26 -2.676 -1.016 4.069
H27 -2.130 -0.624 5.710
H28 -0.964 -0.719 4.376
H29 -4.379 0.807 4.448
H30 -3.846 2.475 4.768
H31 -3.620 1.220 5.984
H32 -0.182 1.746 4.806
H33 -1.278 1.768 6.198
H34 -1.417 3.008 4.941
Se1 3.673 0.967 1.423
Se2 5.373 -0.613 1.925
Te1 4.529 -2.573 0.621
Se3 2.224 -2.499 1.574

Computed properties:
spin multiplicity	2
HOMO-LUMO gap (spin up / spin down)	0.2143 / 0.2032	Ha
net charge	-1
E_LUMO (spin up / spin down)	2.401 / 2.403	eV
energy	-293479.671	eV

Okay, here come the Löwdin numbers, in e, for every atom: V -0.35; C -0.06; C -0.55; C -0.04; C -0.08; N -0.04; C -0.10; C -0.09; N -0.05; B -0.62; N 0.01; C -0.07; C -0.06; N 0.00; C -0.69; S 0.65; C -0.55; C -0.05; C -0.04; C -0.07; N 0.04; C -0.06; C -0.05; N 0.00; C -0.65; S 0.64; C -0.55; C -0.04; C -0.07; C -0.05; C -0.76; S 0.71; H 0.08; H 0.04; H 0.07; H 0.08; H 0.07; H 0.09; H 0.09; H 0.06; H 0.05; H 0.12; H 0.12; H 0.12; H 0.12; H 0.10; H 0.03; H 0.08; H 0.09; H 0.03; H 0.08; H 0.09; H 0.08; H 0.09; H 0.08; H 0.12; H 0.10; H 0.09; H 0.08; H 0.04; H 0.08; H 0.08; H 0.09; H 0.04; H 0.09; H 0.09; Se 0.06; Se -0.24; Te 0.20; Se -0.14


[7]
Here is a structure of composition C4H6CoO in a non-equilibrium geometry from the OMol25 dataset. Energies are from ωB97M-V/def2-TZVPD.

Element x y z (Å)
C1 -0.935 1.658 0.574
C2 -1.078 0.309 0.495
C3 0.196 -0.472 0.524
C4 0.604 -1.052 -0.771
O1 1.731 -0.915 -1.234
Co1 2.631 -1.266 -2.796
H1 -0.401 2.124 1.407
H2 -1.704 2.287 0.120
H3 -1.925 -0.168 0.993
H4 0.921 0.446 0.798
H5 0.111 -1.321 1.226
H6 -0.151 -1.629 -1.336

Computed properties:
relative energy (zero: lowest compared OMol25 entry of this formula, charge and spin)	26.91	kcal/mol
spin multiplicity	5
HOMO-LUMO gap (spin up / spin down)	0.2803 / 0.2246	Ha
net charge	+1
E_LUMO (spin up / spin down)	-4.916 / -6.467	eV
energy	-43906.259	eV

Okay, here come the Löwdin numbers, in e, for every atom: C 0.04; C -0.18; C -0.17; C -0.16; O -0.22; Co 0.92; H 0.09; H 0.07; H 0.13; H 0.17; H 0.15; H 0.16


[8]
Here is an isolated molecule of C4H7PS2 in a non-equilibrium geometry from the OMol25 dataset. Energies are from ωB97M-V/def2-TZVPD.

Element x y z (Å)
C1 0.338 0.437 -0.139
C2 -0.133 -0.613 0.372
C3 0.662 1.902 -0.305
C4 -0.631 -0.619 1.818
P1 -0.188 -1.942 -2.325
S1 1.585 -1.027 -2.331
S2 -0.452 -2.232 -0.252
H1 0.565 2.230 0.758
H2 -0.200 2.348 -0.925
H3 1.685 1.960 -0.653
H4 -1.670 -0.287 1.697
H5 -0.034 0.275 2.448
H6 -0.507 -1.565 2.436
H7 -1.020 -0.867 -2.600

Computed properties:
spin multiplicity	3
HOMO-LUMO gap (spin up / spin down)	0.2952 / 0.2331	Ha
E_LUMO (spin up / spin down)	0.786 / -2.286	eV
energy	-35216.533	eV

Okay, here come the Löwdin numbers, in e, for every atom: C -0.20; C -0.81; C -0.07; C -0.16; P 0.14; S 0.17; S 0.53; H 0.08; H 0.11; H 0.06; H 0.07; H 0.14; H 0.08; H -0.13


Question: Number 1 is which compound?
Answer: C3H11N2O


Question: energy of number 8 (C4H7PS2)?
Answer: -35216.533 eV


Question: Which of these has the highest energy?
Answer: C4H7N2